No. 1
Below is C44H33IrN3O2PS2 as an isolated structure, with properties calculated with wB97M-V/def2-TZVPD.

Summary:
* expectation value of S²: 0.7738
* LUMO energy (spin up / spin down): -7.99 / -10.80 eV
* spin multiplicity: 2
* gap between HOMO and LUMO (spin up / spin down): 6.58 / 3.77 eV
* total charge: +3
* molar mass: 923.092 g/mol
* highest occupied orbital energy (spin up / spin down): -14.569 / -14.569 eV
* energy relative to the best compared isomer or geometry (same formula, charge and spin): 0.0 kcal/mol

Geometry (Å):
Ir (0.623, -0.221, -0.908)
C (1.035, -3.710, 3.859)
C (0.539, -2.545, 4.425)
C (0.462, -1.382, 3.673)
C (0.879, -1.395, 2.342)
C (1.394, -2.567, 1.781)
C (1.467, -3.724, 2.538)
P (0.904, 0.083, 1.333)
C (-0.201, 1.321, 2.052)
C (0.181, 2.660, 2.152)
C (-0.722, 3.610, 2.605)
C (-2.009, 3.231, 2.957)
C (-2.397, 1.901, 2.860)
C (-1.500, 0.948, 2.407)
C (2.555, 0.831, 1.402)
C (3.281, 1.057, 2.568)
C (4.498, 1.726, 2.503)
C (4.993, 2.160, 1.279)
C (4.288, 1.913, 0.088)
C (4.806, 2.267, -1.173)
C (4.122, 1.916, -2.340)
C (2.932, 1.218, -2.277)
C (2.309, 0.898, -1.050)
C (3.040, 1.242, 0.148)
H (1.092, -4.612, 4.452)
H (0.214, -2.539, 5.456)
H (0.076, -0.476, 4.123)
H (1.751, -2.572, 0.761)
H (1.864, -4.632, 2.106)
H (1.182, 2.971, 1.885)
H (-0.417, 4.644, 2.691)
H (-2.709, 3.972, 3.320)
H (-3.396, 1.604, 3.150)
H (-1.811, -0.089, 2.342)
H (2.897, 0.720, 3.523)
H (5.062, 1.912, 3.406)
H (5.940, 2.682, 1.235)
H (5.751, 2.793, -1.237)
H (4.541, 2.192, -3.297)
H (2.434, 0.954, -3.201)
S (-1.217, -5.737, -0.320)
C (-2.134, -7.169, -0.167)
C (-3.472, -6.916, -0.175)
C (-3.762, -5.537, -0.314)
C (-2.639, -4.759, -0.409)
C (-2.563, -3.309, -0.558)
C (-1.307, -2.677, -0.631)
N (-1.166, -1.369, -0.759)
C (-2.270, -0.591, -0.820)
C (-3.562, -1.110, -0.762)
C (-4.662, -0.185, -0.843)
C (-4.447, 1.144, -0.973)
C (-3.114, 1.688, -1.028)
C (-2.823, 3.054, -1.144)
C (-1.511, 3.494, -1.185)
C (-0.502, 2.517, -1.112)
N (-0.761, 1.224, -0.980)
C (-2.046, 0.802, -0.944)
C (-1.138, 4.905, -1.258)
C (0.107, 5.441, -1.450)
C (0.108, 6.856, -1.450)
C (-1.137, 7.369, -1.256)
S (-2.309, 6.152, -1.077)
C (-3.688, -2.500, -0.631)
H (-1.637, -8.121, -0.073)
H (-4.223, -7.685, -0.084)
H (-4.770, -5.151, -0.338)
H (-0.394, -3.253, -0.578)
H (-5.670, -0.574, -0.799)
H (-5.281, 1.829, -1.034)
H (-3.639, 3.764, -1.200)
H (0.541, 2.796, -1.116)
H (1.002, 4.856, -1.609)
H (0.985, 7.465, -1.596)
H (-1.428, 8.405, -1.215)
H (-4.677, -2.935, -0.580)
N (2.671, -3.565, -3.726)
C (1.550, -2.617, -4.042)
C (1.312, -1.693, -2.859)
O (0.513, -0.725, -2.992)
O (1.922, -1.906, -1.779)
H (2.783, -4.279, -4.451)
H (2.498, -4.023, -2.823)
H (3.561, -3.069, -3.624)
H (0.652, -3.206, -4.226)
H (1.794, -2.060, -4.944)

No. 2
Below is C44H33IrN5O3PS3 as an isolated structure at a distorted geometry, with properties calculated with wB97M-V/def2-TZVPD.

Summary:
* LUMO energy: -1.01 eV
* gap between HOMO and LUMO: 6.06 eV
* molar mass: 999.172 g/mol
* highest occupied orbital energy: -7.071 eV
* energy relative to the best compared isomer or geometry (same formula, charge and spin): 102.6 kcal/mol

Geometry (Å):
Ir (-0.616, -0.728, 0.423)
O (-4.757, -0.098, -0.944)
S (-3.395, 0.351, -0.633)
O (-1.422, 3.524, -2.050)
O (-2.534, -0.910, -0.316)
C (-2.725, 0.775, -2.286)
C (-3.599, 1.550, -3.042)
C (-3.258, 1.979, -4.311)
C (-2.018, 1.644, -4.832)
C (-1.142, 0.876, -4.085)
C (-1.475, 0.425, -2.805)
P (-0.289, -0.697, -1.953)
C (-0.633, -2.258, -2.828)
C (0.362, -3.205, -3.056)
C (0.051, -4.424, -3.636)
C (-1.260, -4.714, -3.982)
C (-2.258, -3.781, -3.745)
C (-1.949, -2.557, -3.173)
C (1.359, -0.183, -2.565)
C (1.882, -0.552, -3.805)
C (3.122, -0.089, -4.215)
C (3.856, 0.761, -3.399)
C (3.354, 1.130, -2.160)
C (2.121, 0.648, -1.743)
H (-4.567, 1.794, -2.622)
H (-3.954, 2.573, -4.889)
H (-1.731, 1.973, -5.823)
H (-0.184, 0.618, -4.515)
H (1.385, -3.009, -2.763)
H (0.835, -5.152, -3.803)
H (-1.504, -5.669, -4.429)
H (-3.286, -4.006, -3.998)
H (-2.742, -1.848, -2.975)
H (1.313, -1.202, -4.457)
H (3.515, -0.388, -5.179)
H (4.822, 1.126, -3.725)
H (3.926, 1.777, -1.507)
H (1.751, 0.905, -0.757)
S (-1.614, 3.198, 2.547)
C (-1.242, 3.720, 0.954)
C (-1.112, 5.098, 0.542)
C (-0.603, 5.387, -0.661)
C (-0.315, 4.318, -1.627)
C (-0.476, 2.888, -1.207)
C (-0.895, 2.650, 0.180)
N (-0.868, 1.436, 0.849)
C (-1.216, 1.595, 2.112)
C (-1.243, 0.478, 3.031)
C (-1.086, 0.671, 4.400)
C (-1.099, -0.431, 5.232)
C (-1.228, -1.698, 4.661)
C (-1.244, -1.871, 3.283)
C (-1.165, -0.779, 2.419)
H (-1.359, 5.880, 1.248)
H (-0.394, 6.411, -0.942)
H (0.388, 4.534, -2.425)
H (0.129, 2.139, -1.696)
H (-1.246, 1.661, 4.814)
H (-0.971, -0.322, 6.301)
H (-1.278, -2.569, 5.304)
H (-1.248, -2.874, 2.877)
S (-0.491, -3.035, 0.255)
C (1.264, -3.037, 0.116)
N (1.880, -4.075, -0.323)
N (3.206, -4.241, -0.379)
C (4.293, -3.362, -0.143)
C (5.334, -3.819, 0.655)
C (6.468, -3.039, 0.845)
C (6.565, -1.797, 0.243)
C (5.527, -1.351, -0.570)
C (4.401, -2.125, -0.775)
N (1.959, -2.012, 0.761)
N (1.306, -0.996, 1.090)
C (1.930, -0.300, 2.196)
C (2.612, -1.062, 3.136)
C (3.017, -0.495, 4.328)
C (2.660, 0.813, 4.625)
C (1.958, 1.563, 3.692)
C (1.729, 1.058, 2.423)
H (3.438, -5.216, -0.459)
H (5.247, -4.784, 1.139)
H (7.268, -3.405, 1.475)
H (7.442, -1.182, 0.394)
H (5.602, -0.390, -1.062)
H (3.608, -1.771, -1.425)
H (2.774, -2.113, 2.943)
H (3.564, -1.093, 5.045)
H (2.870, 1.224, 5.604)
H (1.827, 2.623, 3.870)
H (1.292, 1.673, 1.652)

> The highest molar mass belongs to which entry?

C44H33IrN5O3PS3

> Which formula does entry 1 have?

C44H33IrN3O2PS2

> Among the records above, which one has the highest molar mass?

C44H33IrN5O3PS3